(w)
8
Properties=species:S:1:pos:R:3:mulliken_charge:R:1 method="wB97M-V/def2-TZVPD" homo_energy_ev=-7.923 gap_ev=8.593
C -0.7762 -0.3879 -0.2784 -0.393
C -1.1553 0.8659 -0.1019 -0.357
C 0.3515 -0.2052 0.6376 -0.296
S 1.9791 0.1772 -0.1104 -0.225
H -1.2864 -1.2462 -0.5770 0.362
H -1.2835 1.5666 0.6650 0.344
H 0.2177 -0.4017 1.6549 0.426
H 1.9909 -0.1921 -1.3784 0.139

(x)
8
Properties=species:S:1:pos:R:3:mulliken_charge:R:1 method="wB97M-V/def2-TZVPD" homo_energy_ev=-8.483 gap_ev=9.623 smiles="SC1C=C1"
C 0.7325 0.6197 -0.1780 -0.137
C 0.8072 -0.6338 0.2314 -0.349
C -0.5220 0.2875 0.4938 -0.209
S -2.1718 -0.1005 -0.0029 -0.241
H 1.3009 1.4266 -0.5541 0.320
H 1.3589 -1.4412 0.6434 0.317
H -0.8191 0.7163 1.5295 0.187
H -1.9100 -0.7807 -1.1966 0.111

What should be chosen as the least stable of them? Choose (w).

(w)
8
Properties=species:S:1:pos:R:3:mulliken_charge:R:1 method="wB97M-V/def2-TZVPD" homo_energy_ev=-7.894 gap_ev=7.579 smiles="CC1=CS1"
C 0.5830 -1.6664 -0.6625 -0.579
C -0.0976 -0.3493 -0.0183 0.509
C -0.0193 0.9594 0.4343 -0.860
S -1.1504 -1.5694 0.2348 -0.149
H 0.5705 -1.3050 -1.6754 0.149
H -0.0214 1.0982 1.4882 0.326
H -0.8211 1.5279 0.0804 0.326
H 0.9563 1.3046 0.1184 0.277

(x)
8
Properties=species:S:1:pos:R:3:mulliken_charge:R:1 method="wB97M-V/def2-TZVPD" homo_energy_ev=-8.676 gap_ev=7.558
C 0.2905 -0.1731 -0.0113 -0.501
C -0.9753 0.6272 1.9809 -0.380
C 0.7490 -0.6823 -1.0896 0.214
S 0.0454 -0.0100 -2.5720 -0.223
H -0.0210 1.0170 2.4896 0.177
H -1.0375 -0.4480 2.1365 0.189
H 1.5597 -1.4312 -0.9961 0.324
H -0.6108 1.1003 -1.9382 0.201

What should be chosen as the least stable of them? Choose (x).

(w)
20
Properties=species:S:1:pos:R:3:mulliken_charge:R:1 method="wB97M-V/def2-TZVPD" homo_energy_ev=-8.482 gap_ev=9.186
C -0.6935 -1.0008 -0.5129 0.436
C 0.2216 1.3746 -0.2096 0.359
C -0.3038 0.0908 0.3652 0.309
C 0.7037 -1.1486 -0.8228 0.717
C -0.8359 2.4163 -0.5652 -1.569
C -0.8777 0.0510 1.7031 -1.199
C 1.4231 -2.4147 -0.4324 -1.560
O -1.5155 -1.8538 -0.3450 -0.629
O 0.8393 1.0212 -1.4633 -0.306
O 1.5367 -0.2238 -1.3881 -0.270
H 1.0454 1.8077 0.3125 0.406
H -1.6754 1.8174 -1.1371 0.314
H -0.3289 3.1289 -1.0719 0.465
H -1.2827 2.7645 0.2385 0.499
H -0.0458 0.1241 2.5347 0.262
H -1.5878 -0.8627 1.8992 0.323
H -1.5461 1.0817 1.8165 0.247
H 2.0232 -2.7397 -1.1946 0.457
H 0.7154 -3.0561 -0.1692 0.464
H 2.1847 -2.3778 0.4426 0.273

(x)
20
Properties=species:S:1:pos:R:3:mulliken_charge:R:1 method="wB97M-V/def2-TZVPD" homo_energy_ev="-6.622 / -7.271" gap_ev="6.579 / 7.839"
C 1.3663 -0.6675 1.2985 -0.641
C 0.7983 -0.3936 0.1221 0.730
C 0.6600 0.7612 -0.6479 -0.612
C 1.0071 -2.0743 1.6720 -0.146
C 0.5328 -2.5982 0.3105 -0.509
C -2.5152 1.9395 -1.1614 -0.854
C -1.2208 2.5663 -1.2561 0.447
O 1.4199 1.8762 -0.2814 -0.544
O 0.1138 -1.5236 -0.4846 -0.405
O -0.5767 3.4332 -1.6512 -0.342
H 1.4376 0.2258 1.9493 0.233
H 0.4984 0.5808 -1.6765 0.535
H 1.9978 -2.5902 2.0589 0.231
H 0.1647 -2.1585 2.4266 0.230
H 1.3266 -3.1670 -0.1802 0.262
H -0.4108 -3.2284 0.3635 0.249
H -2.4058 0.8705 -1.1369 0.253
H -3.2891 2.3108 -1.9525 0.295
H -2.8575 2.2835 -0.2260 0.293
H 1.9524 1.5536 0.4533 0.293

What should be chosen as the least stable of them? Choose (w).

(w)
19
Properties=species:S:1:pos:R:3:mulliken_charge:R:1 method="wB97M-V/def2-TZVPD" homo_energy_ev=-13.289 gap_ev=9.790 total_charge=+1
C 0.8500 0.6955 1.0293 0.716
C -1.6886 0.1383 0.4034 0.190
C -0.4072 -0.3799 -0.2839 0.206
C 2.2602 0.6355 0.9972 -0.953
C -0.1973 0.2476 -1.7364 -1.415
N -0.0651 1.3607 1.5764 -0.552
N -1.3127 1.1085 1.3308 0.122
N -0.5115 -1.8562 -0.4613 -0.217
O -2.6920 -0.5207 0.3349 -0.548
H 2.4327 0.6157 -0.0779 0.268
H 2.7427 -0.1009 1.5832 0.310
H 2.5164 1.6308 1.4794 0.339
H -0.6825 1.2415 -1.8057 0.341
H -0.6386 -0.5071 -2.4214 0.576
H 0.8380 0.4529 -1.9292 0.267
H -1.8963 1.8074 1.8024 0.278
H -1.4679 -2.2168 -0.6190 0.353
H 0.0223 -2.4361 0.1868 0.342
H -0.1026 -1.9168 -1.3889 0.374

(x)
19
Properties=species:S:1:pos:R:3:mulliken_charge:R:1 method="wB97M-V/def2-TZVPD" homo_energy_ev=-14.270 gap_ev=10.628 smiles=CO[C@H](C)n1c[nH+]cn1 total_charge=+1
C 0.6130 1.8999 0.2075 -0.097
C 1.2957 2.1938 -1.8530 -0.201
C 0.7780 -1.5719 0.8712 -0.961
C -2.2040 -1.6322 0.6184 -0.722
C -0.2171 -0.6959 0.0348 -0.098
N 0.4667 0.7578 -0.5324 0.616
N 1.1518 2.8409 -0.6482 -0.086
N 0.8693 1.0092 -1.7816 -0.680
O -1.2441 -0.6133 0.9455 -0.360
H 0.4246 2.1088 1.2373 0.420
H 1.6479 2.5567 -2.7653 0.442
H 0.1820 -2.3647 1.3864 0.326
H 1.5095 -2.1434 0.2904 0.367
H 0.9962 -1.0308 1.8252 0.328
H -2.9851 -1.3756 -0.0673 0.326
H -2.6619 -2.0104 1.6198 0.263
H -1.7377 -2.5681 0.0768 0.341
H -0.5557 -1.0734 -0.8964 0.489
H 1.6709 3.7127 -0.5690 0.289

(y)
19
Properties=species:S:1:pos:R:3:mulliken_charge:R:1 method="wB97M-V/def2-TZVPD" homo_energy_ev=-13.248 gap_ev=9.508 smiles=Cn1nccc1[C@H]([NH3+])O total_charge=+1
C -1.0913 -1.3717 0.8724 -0.524
C -2.4236 -1.0005 0.7861 -0.241
C -0.4634 -0.2938 0.2213 0.093
C -1.3416 1.7915 -0.9597 -0.903
C 0.9384 0.3189 0.2012 -0.074
N -2.6955 0.0351 -0.0675 -0.866
N -1.4346 0.3996 -0.4414 0.632
N 1.7602 -0.2447 -0.9833 -0.288
O 1.6646 -0.0167 1.3283 -0.567
H -0.7765 -2.1206 1.5617 0.399
H -3.1754 -1.7477 1.0660 0.392
H -2.1670 1.9235 -1.5238 0.347
H -1.4503 2.5125 -0.0795 0.309
H -0.4555 1.9620 -1.5099 0.372
H 0.8695 1.3831 0.0041 0.413
H 2.6223 0.3330 -0.8847 0.392
H 2.1046 -1.2160 -0.7418 0.384
H 1.3373 -0.2480 -1.8786 0.332
H 1.2460 0.1872 2.2257 0.399

What should be chosen as the least stable of them? Choose (w).

(w)
10
Properties=species:S:1:pos:R:3:mulliken_charge:R:1 method="wB97M-V/def2-TZVPD" homo_energy_ev=-9.204 gap_ev=9.959 smiles="C=CC(F)=C(F)F"
C 0.7923 -0.4703 -0.1481 -0.160
C -0.6732 -0.5063 -0.0274 0.360
C 1.7317 0.4308 0.1436 -0.698
C -1.6749 0.3907 -0.0067 0.417
F -1.1088 -1.7940 0.0197 -0.275
F -2.9572 0.0833 0.0872 -0.208
F -1.4977 1.7035 -0.0823 -0.211
H 1.1221 -1.4438 -0.4980 0.262
H 2.7707 0.1934 -0.0070 0.250
H 1.4950 1.4129 0.5188 0.263

(x)
10
Properties=species:S:1:pos:R:3:mulliken_charge:R:1 method="wB97M-V/def2-TZVPD" homo_energy_ev="-9.559 / -9.562" gap_ev="7.527 / 7.529"
C 0.1354 -0.3099 0.7385 -0.423
C -1.5807 0.9501 0.4398 -0.301
C -1.1014 -0.5277 -0.0100 1.234
C 1.3569 -0.0263 0.0691 -0.851
F -0.8080 1.9258 -0.0415 -0.089
F -1.2008 -0.7245 -1.3966 -0.281
F -2.0248 -1.3311 0.5737 -0.218
H 1.9300 -0.9563 -0.1888 0.338
H 2.1509 0.5840 0.6729 0.261
H 1.1425 0.4159 -0.8572 0.330

What should be chosen as the least stable of them? Choose (x).

(w)
23
Properties=species:S:1:pos:R:3:mulliken_charge:R:1 method="wB97M-V/def2-TZVPD" homo_energy_ev=-12.930 gap_ev=9.603 smiles="CCC(=[NH2+])NCONC" total_charge=+1
C -0.0521 -0.8279 -1.9296 -0.566
C 1.3723 0.0955 0.0247 0.773
C 0.4535 -0.5253 2.3060 -1.075
C -2.4100 1.0348 -0.3097 -0.864
C 1.6829 -0.2132 1.4537 -0.674
N 0.6076 -0.7959 -0.6121 -0.110
N 1.8994 1.1729 -0.5288 -0.373
N -2.0913 -0.1224 -1.1499 -0.309
O -1.0076 0.1204 -2.1225 -0.204
H 0.5989 -0.5267 -2.7862 0.305
H -0.3689 -1.8152 -2.2383 0.367
H 0.2601 0.2776 2.8978 0.377
H 0.5835 -1.3117 3.0350 0.321
H -0.5011 -0.6701 1.7423 0.253
H -1.5193 1.5697 -0.0477 0.282
H -3.3211 1.5220 -0.5296 0.335
H -2.7064 0.5254 0.5946 0.320
H 2.1958 -1.1898 1.3913 0.299
H 2.3875 0.4861 1.8158 0.481
H 0.2949 -1.4297 0.0291 0.284
H 1.9956 1.3727 -1.4913 0.239
H 2.6437 1.6040 0.0526 0.275
H -2.9978 -0.3532 -1.5971 0.264

(x)
23
Properties=species:S:1:pos:R:3:mulliken_charge:R:1 method="wB97M-V/def2-TZVPD" homo_energy_ev=-13.983 gap_ev=10.547 smiles="CNC[NH2+]N(C)C(C)=O" total_charge=+1
C 3.1236 -0.7566 -0.0800 -0.837
N 2.2885 0.4334 0.1006 -0.227
C 1.1655 0.2762 0.9407 -0.834
N -0.0776 -0.3091 0.2470 0.009
N -1.1237 0.6407 0.0162 -0.088
C -0.6814 1.7528 -0.8173 -1.008
C -2.3236 -0.0178 -0.4486 0.535
C -2.8648 -1.0987 0.4401 -1.109
O -2.8702 0.3391 -1.4818 -0.492
H 2.5604 -1.6874 -0.1288 0.300
H 3.8299 -0.8289 0.7343 0.294
H 3.6906 -0.6758 -0.9937 0.349
H 2.0819 0.8946 -0.7702 0.293
H 0.8796 1.2113 1.3946 0.408
H 1.4206 -0.4178 1.7279 0.393
H -0.4668 -1.0178 0.8705 0.384
H 0.1928 -0.8045 -0.6109 0.413
H -1.5418 2.2827 -1.1845 0.411
H -0.1024 1.4344 -1.6809 0.408
H -0.0962 2.4445 -0.2296 0.314
H -3.9143 -0.9019 0.5941 0.348
H -2.7819 -2.0580 -0.0519 0.322
H -2.3887 -1.1353 1.4122 0.414

What should be chosen as the least stable of them? Choose (w).